Computed, not measured: a 6-piece molecular cluster, C35H54N6O2 overall at a distorted geometry, with ωB97M-V/def2-TZVPD.

Geometry as XYZ:
```
97
Properties=species:S:1:pos:R:3
C 7.34 -2.48 0.16
O 6.06 -2.58 -0.43
C 5.61 -1.31 -0.87
C 4.13 -1.41 -1.26
C 3.27 -0.26 -0.68
C 2.03 -0.16 -1.60
C 0.72 0.34 -0.89
C 0.37 -0.72 0.15
C -1.07 -0.66 0.73
C -2.12 0.10 -0.09
C -3.54 -0.44 0.23
C -4.20 -0.90 -1.08
C -5.59 -1.51 -0.90
C -6.72 -0.71 -1.54
C -7.96 -1.45 -0.99
C -7.43 -2.22 0.23
O -8.00 -3.03 0.84
N -6.08 -1.80 0.46
H 7.80 -3.46 0.22
H 7.97 -1.78 -0.39
H 7.22 -2.13 1.19
H 5.70 -0.54 -0.09
H 6.18 -1.02 -1.75
H 3.72 -2.37 -0.96
H 4.04 -1.33 -2.34
H 3.04 -0.54 0.34
H 3.88 0.64 -0.73
H 2.20 0.49 -2.46
H 1.79 -1.17 -1.92
H 0.00 0.45 -1.70
H 0.90 1.34 -0.49
H 1.04 -0.55 0.98
H 0.63 -1.70 -0.23
H -1.08 -0.29 1.75
H -1.42 -1.69 0.80
H -1.99 -0.01 -1.16
H -2.13 1.14 0.22
H -3.50 -1.33 0.86
H -4.15 0.29 0.74
H -4.30 0.00 -1.70
H -3.52 -1.59 -1.57
H -5.54 -2.46 -1.46
H -6.69 0.29 -1.11
H -6.58 -0.63 -2.61
H -8.65 -0.68 -0.65
H -8.40 -2.04 -1.78
H -5.65 -2.69 0.68
N -4.07 4.50 0.97
C -3.58 4.02 -0.22
C -4.52 3.17 -0.74
C -5.61 3.13 0.17
C -5.30 3.97 1.21
H -3.59 5.15 1.57
H -2.62 4.33 -0.59
H -4.43 2.63 -1.66
H -6.52 2.56 0.07
H -5.85 4.23 2.10
N 1.15 -0.55 -5.12
C 1.76 -1.78 -5.17
C 2.71 -1.74 -6.16
C 2.67 -0.43 -6.72
C 1.71 0.27 -6.06
H 0.41 -0.30 -4.49
H 1.47 -2.57 -4.50
H 3.36 -2.55 -6.44
H 3.29 -0.06 -7.52
H 1.36 1.29 -6.18
N 0.99 1.16 4.13
C -0.25 1.23 4.70
C -0.14 0.86 6.01
C 1.23 0.56 6.25
C 1.90 0.76 5.07
H 1.20 1.37 3.18
H -1.11 1.53 4.12
H -0.94 0.80 6.72
H 1.67 0.24 7.18
H 2.94 0.65 4.82
N 2.79 5.38 -1.04
C 4.05 5.37 -0.50
C 4.10 4.36 0.43
C 2.83 3.73 0.44
C 2.05 4.38 -0.47
H 2.47 6.01 -1.74
H 4.79 6.08 -0.81
H 4.96 4.10 1.03
H 2.52 2.90 1.05
H 1.02 4.22 -0.77
N 1.12 -4.76 3.19
C 0.91 -3.55 3.79
C 1.91 -2.70 3.38
C 2.75 -3.44 2.50
C 2.24 -4.70 2.40
H 0.54 -5.57 3.31
H 0.07 -3.39 4.45
H 2.02 -1.67 3.68
H 3.63 -3.08 1.99
H 2.57 -5.56 1.84
```

Gap between HOMO and LUMO: 8.51 eV
SMILES: COCCCCCCCCCC[C@@H]1CCC(=O)N1.c1cc[nH]c1.c1cc[nH]c1.c1cc[nH]c1.c1cc[nH]c1.c1cc[nH]c1
Calculated total energy: -1844.97118 hartree

***

Computed, not measured: C35H55AsN8O5RuSi3 as an isolated structure, with ωB97M-V/def2-TZVPD.

Geometry as XYZ:
```
108
Properties=species:S:1:pos:R:3
Ru 1.77 0.28 0.02
C 2.91 2.43 -3.61
C 2.28 1.78 -2.41
N 2.96 1.11 -1.54
O 4.29 0.86 -1.73
C 0.85 1.81 -2.20
C -0.04 2.73 -2.96
N 0.38 0.98 -1.29
O -0.90 0.83 -1.21
H 3.63 1.76 -4.08
H 3.42 3.35 -3.33
H 2.15 2.66 -4.35
H 4.63 1.42 -2.44
H 0.42 3.72 -3.03
H -1.00 2.81 -2.45
H -0.25 2.37 -3.98
N 2.44 -3.10 -2.41
C 1.68 -2.04 -2.18
N 2.08 -1.45 -1.08
C 3.18 -2.19 -0.66
N 3.40 -3.23 -1.46
C 3.90 -1.74 0.47
C 5.00 -2.39 1.06
N 5.61 -1.92 2.12
C 5.14 -0.74 2.64
C 4.07 -0.08 2.10
N 3.42 -0.54 1.02
H 2.39 -3.78 -3.15
H 0.84 -1.73 -2.79
H 5.35 -3.32 0.64
H 5.66 -0.36 3.51
H 3.71 0.84 2.54
C -3.37 1.23 4.18
O -2.22 1.84 3.63
C -1.02 1.59 4.24
C -0.82 0.63 5.21
C 0.44 0.49 5.79
C 1.47 1.33 5.42
C 1.27 2.30 4.44
C 0.03 2.43 3.82
N -0.29 3.43 2.92
C 0.51 4.35 2.30
C 1.82 4.20 1.76
C 2.61 5.35 1.62
C 3.91 5.30 1.15
C 4.49 4.09 0.79
C 3.72 2.94 0.84
C 2.37 2.96 1.25
O 1.59 1.92 1.12
H -3.49 1.51 5.23
H -3.34 0.15 4.09
H -4.22 1.62 3.62
H -1.63 0.00 5.54
H 0.59 -0.26 6.55
H 2.44 1.24 5.90
H 2.06 3.00 4.20
H -1.28 3.58 2.86
H 0.07 5.33 2.22
H 2.18 6.29 1.93
H 4.49 6.21 1.08
H 5.51 4.04 0.46
H 4.15 1.99 0.54
C 1.07 -1.97 2.09
C 0.60 -0.83 1.25
O -0.53 -0.42 1.27
H 0.23 -2.55 2.47
H 1.62 -1.54 2.93
H 1.77 -2.62 1.55
C -3.26 -1.93 1.76
Si -3.75 -0.98 0.21
C -3.98 0.86 0.49
C -5.33 -1.74 -0.51
As -1.97 -1.32 -1.33
Si -2.65 -0.48 -3.45
C -1.10 -0.45 -4.54
C -3.88 -1.66 -4.26
C -3.45 1.21 -3.24
Si -1.70 -3.72 -1.61
C -0.97 -4.06 -3.32
C -3.31 -4.70 -1.49
C -0.52 -4.27 -0.24
H -4.05 -1.91 2.52
H -2.36 -1.49 2.19
H -3.05 -2.97 1.53
H -4.59 1.05 1.38
H -4.47 1.34 -0.36
H -3.00 1.34 0.63
H -6.19 -1.46 0.10
H -5.28 -2.83 -0.52
H -5.52 -1.39 -1.52
H -0.91 -1.44 -4.97
H -0.21 -0.15 -3.97
H -1.22 0.25 -5.37
H -3.61 -2.71 -4.13
H -3.93 -1.46 -5.34
H -4.88 -1.52 -3.86
H -3.09 1.69 -2.32
H -4.53 1.12 -3.17
H -3.22 1.88 -4.07
H -1.75 -4.10 -4.07
H -0.46 -5.03 -3.34
H -0.25 -3.30 -3.64
H -4.09 -4.27 -2.13
H -3.69 -4.74 -0.47
H -3.13 -5.72 -1.83
H 0.30 -3.56 -0.10
H -0.09 -5.25 -0.45
H -1.05 -4.34 0.71
```

Net charge: +1
Gap between HOMO and LUMO (spin up / spin down): 4.87 / 5.07 eV
2S+1: 6
<S²>: 8.8060
Calculated total energy: -5379.74990 hartree